Computed, not measured: a structure of composition C34H26FeN10O3 at a distorted geometry, with wB97M-V/def2-TZVPD.

## Properties
Highest occupied orbital energy (alpha / beta), eV: -10.8 / -11.1
<S²>: 8.79
Multiplicity: 6
Kohn-Sham gap (alpha / beta), eV: 7.717 / 5.834
Total charge: +1

XYZ file:
```
74
Properties=species:S:1:pos:R:3:forces:R:3
Fe 1.868 0.227 -0.217 0.03 -0.20 1.24
O -0.073 0.141 0.552 0.10 0.12 -0.69
C -0.751 0.176 1.630 0.27 -0.04 0.04
C -2.166 0.303 1.582 -0.25 -0.07 0.06
C -2.915 0.243 2.724 0.14 0.07 -0.26
C -2.303 0.089 3.990 0.23 -0.05 0.31
C -0.945 0.019 4.085 -0.36 -0.05 0.20
C -0.125 0.065 2.931 0.39 0.00 -0.42
C 1.268 -0.049 3.087 -0.65 -0.01 0.80
N 2.146 -0.008 2.112 0.35 0.08 -1.43
N 3.393 -0.176 2.472 -0.15 -0.12 1.08
C 4.246 -0.203 1.422 0.02 0.16 -0.74
O 3.874 0.020 0.238 -0.34 0.04 -0.32
C 5.640 -0.544 1.714 0.04 -0.04 0.01
C 6.116 -0.547 3.027 -0.11 0.00 -0.05
C 7.419 -0.934 3.281 0.09 0.01 0.05
C 8.245 -1.329 2.237 -0.06 0.03 0.01
C 7.777 -1.312 0.928 0.08 -0.01 -0.02
C 6.480 -0.916 0.663 -0.02 0.03 -0.01
H -2.627 0.422 0.611 0.03 -0.02 -0.02
H -3.993 0.316 2.659 -0.01 0.01 0.00
H -2.913 0.019 4.880 -0.01 0.05 -0.01
H -0.469 -0.090 5.052 0.00 0.00 0.00
H 1.638 -0.200 4.103 0.14 0.04 -0.10
H 5.454 -0.243 3.824 0.04 -0.04 0.04
H 7.798 -0.931 4.294 -0.03 -0.01 0.01
H 9.256 -1.654 2.444 0.01 0.03 -0.01
H 8.433 -1.610 0.121 -0.03 -0.01 -0.02
H 6.098 -0.902 -0.348 0.01 0.00 0.00
C -1.118 4.906 -0.095 -0.31 0.06 0.00
N 0.018 4.074 -0.438 0.05 -0.30 0.21
C 0.475 2.999 0.201 0.05 0.24 -0.04
N 1.427 2.432 -0.523 0.15 -0.85 0.03
C 1.505 3.225 -1.629 -0.02 -0.01 0.10
N 0.662 4.224 -1.610 0.04 0.10 -0.26
C -2.448 4.184 -0.214 0.10 -0.09 0.01
C -3.554 4.728 0.431 0.03 0.03 -0.02
C -4.802 4.141 0.309 -0.04 0.07 0.02
C -4.963 2.998 -0.455 0.07 -0.06 -0.05
C -3.858 2.440 -1.091 0.11 0.06 0.12
C -2.601 3.031 -0.971 -0.05 -0.02 -0.01
C -4.064 1.244 -1.905 -0.47 -0.28 -0.47
N -5.089 0.986 -2.650 0.11 0.53 0.34
N -4.882 -0.247 -3.204 0.31 -0.53 -0.15
C -3.741 -0.673 -2.768 -0.67 0.35 -0.11
O -3.161 0.230 -1.935 0.39 -0.02 0.21
C -3.146 -1.981 -3.011 0.20 -0.11 0.13
C -3.426 -2.661 -4.195 0.00 0.04 0.06
C -2.925 -3.936 -4.380 -0.02 -0.05 -0.05
C -2.141 -4.535 -3.402 -0.01 -0.02 0.07
C -1.850 -3.859 -2.226 0.20 0.02 0.01
C -0.889 -4.444 -1.205 -0.28 0.07 -0.33
N 0.329 -3.643 -1.190 0.02 0.18 0.30
C 0.529 -2.508 -0.526 -0.05 -0.19 -0.08
N 1.602 -1.900 -1.005 0.02 0.80 0.45
C 2.039 -2.745 -1.981 -0.07 0.06 -0.03
N 1.283 -3.802 -2.125 0.08 -0.09 -0.22
C -2.357 -2.579 -2.035 -0.03 0.01 -0.02
H -1.093 5.751 -0.781 0.09 0.02 0.03
H -0.994 5.284 0.920 0.07 0.02 -0.02
H 0.128 2.674 1.168 -0.08 -0.01 -0.05
H 2.200 3.061 -2.435 -0.02 0.01 -0.02
H -3.437 5.629 1.023 -0.01 -0.01 0.02
H -5.655 4.577 0.812 0.01 0.00 0.00
H -5.930 2.526 -0.566 -0.01 0.02 0.00
H -1.764 2.590 -1.499 0.04 0.01 0.03
H -4.030 -2.178 -4.951 -0.03 -0.03 0.00
H -3.132 -4.468 -5.298 -0.02 0.01 0.01
H -1.751 -5.534 -3.557 0.03 0.02 -0.03
H -0.619 -5.463 -1.469 0.05 -0.01 0.08
H -1.314 -4.428 -0.202 0.06 -0.01 0.04
H -0.093 -2.142 0.273 -0.03 -0.06 -0.07
H 2.911 -2.568 -2.587 0.02 0.00 0.03
H -2.150 -2.034 -1.121 0.00 0.01 0.01
```
Positions in Å, forces in eV/Å.

Atom charges from the Löwdin analysis, given in e for atoms 1 to 4:
1 Fe 0.935
2 O -0.156
3 C -0.356
4 C 0.002


Computed, not measured: a cluster of 2 separate species, C11H15N in total at a distorted geometry, with wB97M-V/def2-TZVPD.

## Properties
Highest occupied orbital energy (alpha / beta), eV: -13.1 / -13.4
<S²>: 0.77
Multiplicity: 2
Kohn-Sham gap (alpha / beta), eV: 9.180 / 6.388
Total charge: +1

XYZ file:
```
27
Properties=species:S:1:pos:R:3:forces:R:3
C 1.052 -2.915 -0.564 0.04 0.89 -1.62
C -0.309 -0.959 0.345 -1.42 4.01 0.36
C 0.503 -1.521 -0.643 0.74 -1.97 -0.30
C -0.313 0.418 -1.436 0.03 0.58 -0.64
C 0.555 -0.651 -1.761 -0.15 -0.41 1.01
C -0.565 1.463 -2.297 1.30 0.21 0.92
C 1.372 -0.613 -2.908 0.12 2.08 0.73
C 0.298 1.533 -3.415 -0.95 -0.55 -0.47
C 1.264 0.566 -3.646 -0.24 -1.12 -0.92
N -0.763 0.261 -0.109 0.37 -1.77 -1.58
H -0.538 -1.014 1.396 0.24 -1.46 0.12
H -1.576 0.791 0.169 0.14 -0.12 0.84
H 1.701 -3.060 -1.429 1.02 0.30 0.46
H 0.318 -3.606 -0.972 -0.82 -0.28 0.95
H -1.137 2.316 -1.952 -0.37 -0.11 -0.44
H 2.273 -1.173 -3.086 -0.30 -0.94 0.03
H 0.104 2.234 -4.217 0.23 0.45 0.37
H 1.849 0.592 -4.555 0.16 0.45 0.04
H 1.486 -3.173 0.391 -0.06 -0.30 0.02
C -1.132 0.920 3.068 0.05 -1.47 1.48
C -0.826 1.249 4.538 0.66 -0.05 0.39
H -1.973 1.469 2.671 0.30 0.77 -0.39
H -0.136 0.992 2.631 -0.51 0.39 -0.92
H -1.477 -0.126 2.979 0.29 0.10 0.15
H 0.068 0.708 4.880 -0.04 0.08 -0.39
H -1.535 0.996 5.323 -0.62 0.19 -0.43
H -0.561 2.304 4.598 -0.17 0.06 0.23
```
Positions in Å, forces in eV/Å.

Atom charges from the natural (NBO) analysis, given in e for atoms 1 to 4:
1 C -0.673
2 C 0.098
3 C 0.140
4 C 0.166


Computed, not measured: a structure of composition Cl4V at a distorted geometry, with wB97M-V/def2-TZVPD.

## Properties
Highest occupied orbital energy (alpha / beta), eV: -6.1 / -6.1
<S²>: 2.03
Multiplicity: 3
Kohn-Sham gap (alpha / beta), eV: 7.689 / 8.608
Total charge: -1

XYZ file:
```
5
Properties=species:S:1:pos:R:3:forces:R:3
V 0.440 0.283 0.246 -3.06 -1.86 -1.89
Cl -0.233 -1.626 -1.326 0.74 1.42 1.16
Cl -1.802 0.749 0.885 1.76 -0.06 -0.16
Cl 1.089 -1.274 1.940 0.07 1.43 -0.91
Cl 0.506 1.867 -1.745 0.48 -0.92 1.80
```
Positions in Å, forces in eV/Å.

Atom charges from the natural (NBO) analysis, given in e for atoms 1 to 4:
1 V 1.297
2 Cl -0.598
3 Cl -0.518
4 Cl -0.562


Computed, not measured: a cluster of 2 separate species, C3H5O2 in total at a distorted geometry, with wB97M-V/def2-TZVPD.

## Properties
Highest occupied orbital energy (alpha / beta), eV: -15.2 / -13.3
Multiplicity: 1
Kohn-Sham gap (alpha / beta), eV: 9.660 / 6.740
Total charge: +1

XYZ file:
```
10
Properties=species:S:1:pos:R:3:forces:R:3
C 1.434 1.033 1.180 0.59 3.05 0.73
C 0.215 -1.052 0.925 -1.77 -2.01 0.07
C -1.358 -0.191 -1.640 0.31 0.01 0.39
O -0.435 -1.994 1.002 0.91 1.53 -0.08
O 1.068 -0.221 0.926 0.35 -1.98 -0.72
H 2.405 1.321 0.822 0.07 -0.35 -0.21
H 0.822 1.647 1.817 -0.30 -0.24 0.03
H -2.009 -1.022 -1.456 -0.19 -0.21 -0.02
H -0.506 -0.308 -2.283 0.12 -0.01 -0.19
H -1.636 0.787 -1.292 -0.09 0.21 -0.01
```
Positions in Å, forces in eV/Å.

Atom charges from the natural (NBO) analysis, given in e for atoms 1 to 4:
1 C 0.048
2 C 1.128
3 C -0.506
4 O -0.273


Computed, not measured: the ion C3HF2O2S with charge -1 at a distorted geometry, with wB97M-V/def2-TZVPD.

## Properties
Highest occupied orbital energy (alpha / beta), eV: -2.1 / -6.3
<S²>: 2.03
Multiplicity: 3
Kohn-Sham gap (alpha / beta), eV: 6.049 / 7.982
Total charge: -1

XYZ file:
```
9
Properties=species:S:1:pos:R:3:forces:R:3
C 0.310 -0.493 -2.066 0.50 0.39 -1.81
C -0.008 -0.890 -0.987 -0.76 0.43 2.32
C 0.087 -0.920 0.363 0.18 -2.91 -0.44
O -0.358 0.901 2.395 0.33 0.35 0.86
O 0.273 -1.869 1.103 -0.63 1.16 1.09
F -2.013 1.547 0.636 0.57 -0.26 0.21
F 1.552 0.852 0.618 -0.01 0.90 0.81
S -0.250 1.091 0.980 -0.28 -0.51 -1.00
H 0.407 -0.219 -3.040 0.11 0.45 -2.05
```
Positions in Å, forces in eV/Å.

Atom charges from the natural (NBO) analysis, given in e for atoms 1 to 4:
1 C -0.275
2 C -0.196
3 C 0.303
4 O -0.815


Computed, not measured: a cluster of 2 separate species, C2H2FO3S in total at a distorted geometry, with wB97M-V/def2-TZVPD.

## Properties
Highest occupied orbital energy, eV: -5.9
Multiplicity: 1
Kohn-Sham gap, eV: 9.270
Total charge: -1

XYZ file:
```
9
Properties=species:S:1:pos:R:3:forces:R:3
C -1.487 -0.070 0.013 -0.68 0.26 0.18
C -0.284 0.397 0.096 0.24 3.04 -0.17
O 2.335 0.343 0.733 -0.49 0.01 -0.16
O 1.558 -0.471 -1.451 0.02 0.17 0.41
O 0.899 -1.642 0.595 0.17 0.43 -0.22
F -0.368 2.422 0.046 0.11 -3.66 0.07
S 1.348 -0.391 -0.018 0.30 -0.49 -0.09
H -1.635 -1.141 0.021 0.27 -0.05 0.05
H -2.366 0.553 -0.035 0.07 0.28 -0.06
```
Positions in Å, forces in eV/Å.

Atom charges from the natural (NBO) analysis, given in e for atoms 1 to 4:
1 C -0.536
2 C 0.172
3 O -0.959
4 O -0.974